1.
# C4H7N3

A molecular structure, C4H7N3 (the ωB97M-V functional and the def2-TZVPD basis, OMol25).

Geometry as XYZ:
```
14
C4H7N3 (the ωB97M-V functional and the def2-TZVPD basis)
C -0.34 -1.37 1.20
C 0.43 -0.17 0.62
N 1.10 -0.42 -0.63
C 0.53 0.45 -1.52
N 0.78 0.67 -2.74
C -0.39 0.97 -0.47
N -1.30 1.75 -0.11
H 0.32 -2.22 1.43
H -1.09 -1.72 0.49
H -0.85 -1.12 2.15
H 1.10 0.26 1.40
H -0.93 1.19 0.74
H 1.90 -0.98 -0.80
H 0.15 1.38 -3.10
```

Output
frontier orbital gap = 0.3669 hartree
HOMO energy = -9.4 eV


2.
# C3H4Cl3O4S

2 unconnected molecules or ions with the total composition C3H4Cl3O4S (the ωB97M-V functional and the def2-TZVPD basis, OMol25).

Geometry as XYZ:
```
15
C3H4Cl3O4S (the ωB97M-V functional and the def2-TZVPD basis)
C 1.30 0.32 1.16
C -0.69 -0.02 -1.02
C 0.98 -0.68 0.09
O -1.55 0.18 1.55
O -2.81 1.23 -0.26
O -2.71 -1.22 -0.09
O -1.03 -0.96 -1.90
S -2.06 0.07 0.19
Cl 1.89 1.82 0.45
Cl 0.34 -2.14 0.83
Cl 2.30 -1.03 -0.99
H 0.38 0.54 1.70
H 2.09 -0.04 1.83
H -0.31 0.89 -1.45
H -1.77 -1.44 -1.40
```

Output
frontier orbital gap = 0.3075 hartree
HOMO energy = -5.2 eV
charge = -1


3.
# H3NOP

2 unconnected molecules or ions with the total composition H3NOP (the ωB97M-V functional and the def2-TZVPD basis, OMol25).

Geometry as XYZ:
```
6
H3NOP (the ωB97M-V functional and the def2-TZVPD basis)
N -0.80 -0.40 -0.39
O -1.85 0.10 -0.79
P 0.58 0.55 0.25
H -0.64 -0.43 1.28
H 1.42 0.73 -1.07
H 1.28 -0.55 0.73
```

Output
frontier orbital gap (alpha / beta) = 0.2717 / 0.2717 hartree
HOMO energy (alpha / beta) = -2.1 / -2.1 eV
charge = -1


4.
# C18H31AsI2O4Y

A molecular structure, C18H31AsI2O4Y (the ωB97M-V functional and the def2-TZVPD basis, OMol25).

Geometry as XYZ:
```
57
C18H31AsI2O4Y (the ωB97M-V functional and the def2-TZVPD basis)
Y 0.46 0.36 0.15
C -2.33 1.52 -1.30
C -1.32 2.52 -1.85
O 0.01 1.97 -1.64
C 1.06 2.96 -1.73
C 1.28 3.61 -0.38
O 1.61 2.57 0.56
C 1.64 2.97 1.94
C 0.26 2.83 2.56
O -0.28 1.54 2.18
C -1.72 1.45 2.36
C -2.43 1.89 1.10
O -1.93 1.08 0.01
H -2.37 0.63 -1.93
H -3.32 1.98 -1.28
H -1.40 3.48 -1.34
H -1.48 2.67 -2.91
H 0.83 3.71 -2.48
H 1.96 2.43 -2.04
H 0.38 4.14 -0.05
H 2.10 4.33 -0.44
H 1.98 4.00 2.03
H 2.35 2.33 2.44
H -0.42 3.62 2.21
H 0.33 2.89 3.64
H -2.03 2.06 3.21
H -1.95 0.41 2.59
H -2.23 2.95 0.89
H -3.50 1.75 1.20
I -1.15 -2.33 1.16
C -1.44 -3.02 -0.86
I -0.37 -1.81 -2.29
H -2.49 -2.97 -1.09
H -1.06 -4.03 -0.92
C 4.42 0.61 0.78
As 3.05 -0.52 -0.01
C 3.35 -2.17 0.97
C 3.75 -0.86 -1.85
C 5.09 -1.54 -1.81
C 6.27 -0.80 -1.92
C 7.50 -1.44 -1.93
C 7.56 -2.82 -1.83
C 6.39 -3.57 -1.72
C 5.17 -2.93 -1.71
H 5.39 0.19 0.49
H 4.34 0.59 1.86
H 4.36 1.64 0.42
H 4.42 -2.40 0.92
H 2.80 -3.01 0.54
H 3.06 -2.04 2.01
H 3.82 0.11 -2.34
H 3.02 -1.48 -2.37
H 6.22 0.28 -2.01
H 8.41 -0.86 -2.03
H 8.52 -3.32 -1.86
H 6.45 -4.65 -1.65
H 4.26 -3.51 -1.65
```

Output
frontier orbital gap = 0.2208 hartree
HOMO energy = -15.8 eV
charge = +3


Number 1 is which compound?
C4H7N3